10
Properties=species:S:1:pos:R:3:forces:R:3:lowdin_charge:R:1 method="wB97M-V/def2-TZVPD" homo_energy_ev=-9.10 relative_energy_ev=2.602 smiles="C=C(F)/C(F)=C/F" total_charge=0 multiplicity=1 lumo_ev=-0.151 energy_ev=-12345.00538
C 0.42808 -0.31042 1.72482 2.1401 -3.2529 -2.1049 0.088
C 0.49702 -0.53618 0.31610 -0.0656 1.6690 4.1717 -0.246
F 1.55277 -1.07447 -0.48214 -2.3903 0.9666 2.2285 0.004
C -0.63662 0.09261 -0.36148 4.3746 0.9739 -3.6285 -0.234
F -1.80045 -0.12002 0.29550 0.5201 0.9834 -1.7485 0.084
C -0.21791 0.79528 -1.54875 -4.0721 -3.0530 1.9138 -0.005
F -1.27363 1.01212 -2.37318 0.0956 1.1245 -0.4035 -0.022
H -0.40687 0.29292 2.21755 1.3485 -1.1516 -1.0992 0.092
H 1.13138 -1.00353 2.36103 -1.3110 1.9574 -0.9296 0.094
H 0.72623 0.85169 -2.14944 -0.6399 -0.2172 1.6002 0.143

***

11
Properties=species:S:1:pos:R:3:forces:R:3:lowdin_charge:R:1 method="wB97M-V/def2-TZVPD" homo_energy_ev="-8.58 / -8.58" relative_energy_ev=7.850 total_charge=0 multiplicity=1 lumo_ev="0.063 / 0.063" energy_ev=-11934.34808
C -2.35256 2.04986 1.16452 -0.6083 -2.8024 0.1198 -0.017
C -0.30971 1.28120 -0.15900 0.8405 1.7718 -0.5989 -0.002
C -2.10522 3.29522 0.58268 -1.7058 -0.1912 -0.1370 -0.487
C 0.02501 -0.14159 -0.19068 -0.5586 -0.6274 2.9591 -0.029
N -0.43830 2.44719 -0.28153 1.8676 -4.4024 0.1103 0.010
N -1.08746 3.51952 -0.27929 -1.3467 2.9738 -0.0177 0.094
O -3.33104 3.61333 0.64587 1.5526 1.0720 0.1174 0.077
F -2.35399 1.74696 2.44109 0.0456 1.1118 0.2024 0.069
H 0.26845 -0.52314 -1.12934 0.5343 -0.0996 -1.8051 0.057
H -0.96220 -0.60301 0.04040 0.6699 0.0219 0.1078 0.104
H 0.80418 -0.54834 0.56417 -1.2911 1.1717 -1.0580 0.125

***

11
Properties=species:S:1:pos:R:3:forces:R:3:lowdin_charge:R:1 method="wB97M-V/def2-TZVPD" homo_energy_ev=-8.65 relative_energy_ev=1.009 total_charge=0 multiplicity=1 lumo_ev=-1.062 energy_ev=-20728.43557
F -2.78862 0.14106 0.00148 -0.0554 0.1420 -0.0163 0.035
C -1.71519 -0.65734 -0.00346 0.0136 0.0259 0.0375 -0.056
C -0.49519 -0.12075 0.00080 -0.0875 -0.3424 -0.0167 -0.216
C -0.11275 1.28944 -0.00059 -0.1483 -0.2404 0.0413 -0.055
N 1.15111 1.45141 -0.00241 0.4776 0.0274 0.0082 0.094
C 1.74539 0.15956 -0.00035 0.3510 -0.1307 -0.0051 -0.903
S 3.34771 -0.16562 0.00038 -0.3631 0.0905 -0.0045 0.644
N 0.73714 -0.76713 0.00380 -0.1859 0.9507 -0.0112 0.070
H -1.98924 -1.70434 -0.00259 0.2203 0.0116 -0.0069 0.127
H -0.79687 2.11192 0.00969 -0.3116 0.2823 -0.0245 0.124
H 0.91649 -1.73822 -0.00675 0.0894 -0.8169 -0.0018 0.136

***

11
Properties=species:S:1:pos:R:3:forces:R:3:lowdin_charge:R:1 method="wB97M-V/def2-TZVPD" homo_energy_ev=-8.32 relative_energy_ev=1.330 smiles="NC1=C(F)C(=S)C=N1" total_charge=0 multiplicity=1 lumo_ev=-1.456 energy_ev=-20728.11475
N -1.36106 -1.34011 -0.69026 0.2952 0.2254 0.7276 0.192
C -0.44795 -0.44391 -0.28636 -0.1770 -0.1092 0.2861 -0.286
C -0.05590 -0.07590 0.98221 0.4264 0.3886 -1.4621 -0.311
F -0.52518 -0.57937 2.11368 -0.2367 -0.2335 0.5460 0.080
C 0.94346 0.92565 0.83078 -0.0982 -0.0959 0.2239 -0.727
S 1.82755 1.78327 1.89879 -0.1822 -0.1739 -0.2615 0.730
C 1.03805 1.05586 -0.67907 0.3914 0.3424 0.0796 -0.140
N 0.25588 0.28330 -1.31580 -0.2658 -0.2332 0.2546 0.122
H -1.86675 -1.89402 -0.01881 0.0363 0.0752 -0.1007 0.119
H -1.53134 -1.46100 -1.66320 -0.0288 -0.0408 -0.4354 0.104
H 1.72324 1.74624 -1.17197 -0.1607 -0.1451 0.1419 0.117

***

9
Properties=species:S:1:pos:R:3:forces:R:3:lowdin_charge:R:1 method="wB97M-V/def2-TZVPD" homo_energy_ev=-10.04 relative_energy_ev=1.045 total_charge=0 multiplicity=1 lumo_ev=0.717 energy_ev=-8959.28214
C 0.05163 1.18207 0.07051 0.7860 1.5515 0.3236 0.054
C 0.95205 0.21292 0.03318 0.3879 -2.7338 0.4575 -0.226
C -1.05028 0.20936 0.07796 -1.6323 0.6671 -1.4265 -0.403
C -0.07647 -1.02557 0.01948 1.3189 -0.7580 -0.1505 0.004
O -2.24110 0.40408 -0.07085 1.3354 -0.9629 0.6256 0.082
F 2.29296 0.15517 -0.05563 -1.4383 0.2844 0.0941 0.087
H 0.16155 2.28462 0.05048 -0.3811 -0.9707 0.0062 0.135
H 0.05676 -1.57552 -0.99198 -0.7979 0.9008 1.5850 0.129
H -0.14710 -1.84714 0.86685 0.4215 2.0216 -1.5150 0.139

***

14
Properties=species:S:1:pos:R:3:forces:R:3:mulliken_spin:R:1 method="wB97M-V/def2-TZVPD" homo_energy_ev="-15.33 / -15.77" relative_energy_ev=0.000 s2=8.7672 total_charge=+1 multiplicity=6 lumo_ev="-5.852 / -8.785" energy_ev=-19719.86308
C 1.67126 0.10205 -0.66385 0.8629 -0.0974 0.5861 0.000
C 1.37679 0.81024 0.66379 1.0415 -0.9955 0.3141 0.001
F 2.62656 -0.85942 -0.43677 -0.6336 0.3974 0.0887 0.000
H 2.06394 0.79275 -1.41998 -0.2200 -0.1627 0.1499 0.001
H 1.13400 0.07226 1.43675 0.0086 0.1391 -0.1210 -0.017
H 2.31240 1.29774 0.96605 -0.3727 0.0492 0.0016 -0.001
O 0.39794 1.81710 0.54294 -2.1861 -0.5443 0.2637 0.121
C -0.95980 1.56678 0.75171 2.2823 4.3761 -0.6760 0.011
O -1.64336 2.57236 0.72151 0.0195 -2.7570 0.2272 0.467
O -0.23775 -1.72916 0.42578 0.6355 -1.5275 1.6672 0.267
Ru -1.74271 -0.44662 0.84092 -1.3935 -0.4119 0.1436 4.008
O -1.48120 -1.27818 -1.32570 -0.5684 -0.4768 0.3152 0.217
O 0.52632 -0.43552 -1.23678 -0.5418 -1.1686 -1.7586 -0.008
C -0.37358 -1.32812 -0.76310 1.0657 3.1797 -1.2017 -0.068

***

8
Properties=species:S:1:pos:R:3:forces:R:3:lowdin_charge:R:1 method="wB97M-V/def2-TZVPD" homo_energy_ev=-9.16 relative_energy_ev=6.030 total_charge=0 multiplicity=1 lumo_ev=-2.099 energy_ev=-12288.46833
C 2.38858 -0.49273 -0.09537 -6.0196 2.0933 1.6358 -0.106
C 3.55154 -0.61330 -0.25506 3.7921 0.0465 0.0560 -0.860
C -0.95336 0.79776 -0.25992 -0.6947 0.4539 -0.4707 -0.095
C -0.13914 0.70385 0.72792 0.0334 -0.6168 -1.8414 0.074
I 5.56107 -0.40146 -0.01496 -0.7376 -0.3102 -0.3277 0.784
H -1.74574 1.40428 0.23674 -0.1152 -0.0358 -0.1744 0.086
H -1.09361 0.57940 -1.36069 0.4181 0.1025 1.6846 0.110
H 1.12696 0.18176 0.47861 3.3235 -1.7334 -0.5622 0.006

***

8
Properties=species:S:1:pos:R:3:forces:R:3:lowdin_charge:R:1 method="wB97M-V/def2-TZVPD" homo_energy_ev="-8.10 / -9.01" relative_energy_ev=4.963 total_charge=0 multiplicity=1 lumo_ev="-0.483 / -0.970" energy_ev=-12289.53621
C 0.02045 -0.80521 -0.30840 -1.6828 1.4850 -1.7485 -0.090
C 0.93317 -1.27161 0.47733 -0.1447 -0.3390 0.8260 -0.236
C -0.83821 -0.05635 -1.02510 3.9203 2.1698 3.9409 0.020
C 1.65543 -1.63361 1.44100 1.0216 0.3505 0.4784 -0.730
I 2.97509 -2.93443 2.27353 -0.4751 0.0535 -0.3182 0.801
H -0.71472 1.10875 -0.76763 -0.7987 -2.6438 -0.7687 0.121
H -1.37128 -0.39960 -1.82294 -1.5325 -0.7369 -1.9232 0.007
H 2.29341 0.04270 2.86560 -0.3080 -0.3392 -0.4867 0.107

***

11
Properties=species:S:1:pos:R:3:forces:R:3:mulliken_spin:R:1 method="wB97M-V/def2-TZVPD" homo_energy_ev="-17.76 / -17.77" s2=0.7537 total_charge=+2 multiplicity=2 lumo_ev="-7.368 / -9.676" energy_ev=-24800.29164
O -1.36399 -0.45962 0.02086 -0.2336 -0.1874 0.1149 0.367
C -2.29845 0.37047 -0.38115 -0.6378 0.1694 0.2526 0.258
C -1.23552 1.16686 -0.19376 -0.4315 -0.1627 -0.0503 0.365
Li -0.64494 -2.18709 0.89341 -0.0060 0.0849 -0.1854 0.002
K 0.71922 2.68528 0.95582 0.4101 0.6112 0.2611 0.001
H -3.37243 0.25126 -0.51374 0.2782 -0.1758 -0.2971 0.007
C 1.61974 0.49951 -0.90676 0.1845 -1.9829 1.5323 0.001
C 1.40578 -0.42391 -0.13757 1.2773 2.4704 -2.0928 -0.002
O 1.17325 -1.40027 0.69706 -0.7674 -0.6818 0.5443 0.001
H 2.03811 1.19855 -1.61272 -0.3797 -0.2381 0.0521 0.001
H 1.95923 -1.70102 1.17855 0.3060 0.0928 -0.1315 0.000

***

13
Properties=species:S:1:pos:R:3:forces:R:3:lowdin_charge:R:1 method="wB97M-V/def2-TZVPD" homo_energy_ev=-8.58 relative_energy_ev=0.400 total_charge=0 multiplicity=1 lumo_ev=-0.593 energy_ev=-30759.08984
O 3.10612 -1.50015 -2.21349 -1.9418 -0.1712 1.3156 0.065
C 2.11556 -1.65319 -1.66263 1.9659 -0.0941 -1.5380 0.004
C 1.17560 0.14137 1.24104 1.4557 1.3188 -2.9464 -0.196
C 0.70672 1.28823 2.09459 -1.4250 -0.7408 -0.1445 -0.154
O -0.37716 2.01606 1.56421 1.1018 1.0562 0.3640 -0.003
C -1.48130 1.27108 1.23581 -0.6774 -1.4026 0.2370 -0.755
O -1.19376 0.04098 1.00327 -0.5294 0.0210 0.1783 -0.211
O -2.56693 1.82130 1.24117 0.3762 0.1126 -0.3813 0.054
O 1.25495 0.15813 -0.00614 -0.0975 -0.1865 2.4119 -0.145
H 1.81203 -0.57236 1.80026 -0.5249 -0.4153 -0.0032 0.134
H 1.54191 1.98339 2.25172 -0.1459 -0.2358 0.1062 0.146
H 0.37251 0.78438 3.02033 0.3885 0.5117 0.1061 0.139
K -0.88179 -1.01317 -1.21962 0.0539 0.2259 0.2944 0.922